--- A ---
Computed, not measured: one molecule with the formula C4H8FNO, with ωB97M-V/def2-TZVPD.

Calculated values
**LUMO energy**: 0.896 eV
**SMILES**: NC[C@]1(CF)CO1
**Total charge**: 0
**M**: 105.11 g mol⁻¹
**Frontier orbital gap**: 0.39262 hartree

XYZ file:
```
15
C4H8FNO (ωB97M-V/def2-TZVPD)
N 0.0448 -0.4323 2.2456
C 0.1831 0.4754 1.1011
C 0.1491 -0.0538 -0.3239
C 0.4324 0.9184 -1.4006
F -0.6365 1.9078 -1.4999
C -0.5853 -1.1812 -0.7952
O 0.7696 -1.3277 -0.5181
H -0.8209 -0.9824 1.9728
H 0.9528 -1.1499 2.3487
H 0.9550 1.3431 1.3679
H -0.8349 1.0709 1.2386
H 0.3279 0.3218 -2.3947
H 1.3744 1.4784 -1.2300
H -0.9075 -0.8051 -1.9360
H -1.4041 -1.5834 -0.1765
```

--- B ---
Computed, not measured: one molecule with the formula C4H8FNO, with ωB97M-V/def2-TZVPD.

Calculated values
**LUMO energy**: 0.961 eV
**SMILES**: CC/C(CF)=N/O
**Total charge**: 0
**M**: 105.11 g mol⁻¹
**Frontier orbital gap**: 0.39174 hartree

XYZ file:
```
15
C4H8FNO (ωB97M-V/def2-TZVPD)
C -1.8438 1.1847 -1.3199
C -1.1708 0.7815 0.0248
C 0.1600 0.0374 -0.0316
C 0.6775 -0.5248 1.1996
F -0.2786 -0.2810 2.1623
N 0.7128 -0.1715 -1.1963
O 1.8426 -1.0019 -0.9662
H -2.8674 1.4757 -0.9094
H -1.2767 2.0603 -1.6269
H -1.7530 0.2965 -1.9990
H -1.9421 0.1566 0.4717
H -1.0357 1.7023 0.6410
H 0.7687 -1.6132 1.1711
H 1.6953 -0.2318 1.4929
H 2.2508 -0.9748 -1.8356
```

Relative to the most stable structure, the computed energies are A 0.0396; B 0.0000, all in hartree.

--- A ---
Computed, not measured: one molecule with the formula C18H19N3O4, with ωB97M-V/def2-TZVPD.

Calculated values
**LUMO energy**: 0.724 eV
**SMILES**: COc1ccccc1N(CCC#N)C(=O)COC(=O)c1cccn1C
**Total charge**: 0
**M**: 341.37 g mol⁻¹
**Frontier orbital gap**: 0.34405 hartree

XYZ file:
```
44
C18H19N3O4 (ωB97M-V/def2-TZVPD)
C 2.6110 0.3196 -2.8669
O 2.0798 -0.0781 -1.6233
C 1.5502 0.8780 -0.8122
C 1.2940 2.1892 -1.1915
C 0.7780 3.0939 -0.2797
C 0.5101 2.7091 1.0203
C 0.7552 1.4025 1.4081
C 1.2637 0.4854 0.5049
N 1.5899 -0.8241 0.9407
C 2.7237 -0.9452 1.8383
C 4.0490 -1.0742 1.0650
C 4.3827 0.1332 0.3583
N 4.6562 1.0986 -0.1908
C 1.0962 -1.9673 0.4108
O 1.5712 -3.0549 0.6762
C -0.0948 -1.8517 -0.5281
O -1.0067 -0.8330 -0.1474
C -2.3159 -1.0988 -0.3649
O -2.7079 -2.1338 -0.8587
C -3.1552 0.0034 0.0609
C -2.7862 1.2347 0.5856
C -3.9597 1.9479 0.8265
C -5.0079 1.1380 0.4445
N -4.5243 -0.0292 -0.0175
C -5.3166 -1.1218 -0.5063
H 3.3773 1.0882 -2.7349
H 1.8295 0.6818 -3.5420
H 3.0641 -0.5756 -3.2903
H 1.5095 2.5184 -2.1950
H 0.5910 4.1097 -0.5928
H 0.1128 3.4180 1.7303
H 0.5456 1.0820 2.4180
H 2.7487 -0.0724 2.4939
H 2.5835 -1.8541 2.4293
H 4.8601 -1.3030 1.7615
H 3.9585 -1.8947 0.3480
H -0.6084 -2.8200 -0.5453
H 0.2823 -1.6449 -1.5377
H -1.7793 1.5559 0.7567
H -4.0392 2.9371 1.2311
H -6.0634 1.3288 0.4766
H -5.0604 -1.3443 -1.5430
H -5.1279 -2.0222 0.0799
H -6.3706 -0.8570 -0.4392
```

--- B ---
Computed, not measured: C18H19N3O4 as an isolated structure, with ωB97M-V/def2-TZVPD.

Calculated values
**LUMO energy**: 0.233 eV
**Total charge**: 0
**M**: 341.37 g mol⁻¹
**Frontier orbital gap**: 0.29900 hartree

XYZ file:
```
44
C18H19N3O4 (ωB97M-V/def2-TZVPD)
C -3.4784 -2.1491 0.9670
H -3.5707 -1.5391 1.7566
O -4.3923 -1.9345 -0.1098
C -5.3167 -0.9659 -0.0963
C -6.6731 -1.3665 -0.5733
C -7.7065 -0.2810 -0.3308
C -7.3917 0.9518 0.2119
C -6.0121 1.3686 0.2507
C -5.0470 0.3972 0.1850
C -3.5768 0.7612 0.4559
C -2.6568 0.6716 -0.3144
C -1.3477 1.0987 -0.1925
O -0.9443 1.5864 0.7031
N -0.2966 0.6742 -0.9604
H -0.5412 -0.2105 -1.7301
C 1.0145 0.8034 -0.6744
C 1.8932 -0.6283 -0.8152
O 1.3137 -1.5907 -1.0471
N 3.2945 -0.2513 -0.6816
N 3.7402 0.8845 -0.2861
C 4.9578 0.9614 -0.1938
C 5.8567 -0.0001 0.2816
C 5.8619 -1.2930 0.5905
C 7.1216 -1.8552 0.8029
C 7.9980 -0.7035 0.0314
O 7.3701 0.2395 -0.0310
H 9.0773 -0.9843 0.1932
H 7.5153 -2.7306 0.8891
H 4.8984 -1.9817 0.9053
C 5.5532 2.3276 0.0856
H 5.9452 2.6432 0.9564
H 4.6765 3.0394 -0.2905
H 6.3439 2.5713 -0.6913
H 3.7230 -1.3391 -0.7010
H 1.1830 1.2436 0.1813
H 1.5254 1.7203 -1.5232
H -2.7086 -0.1789 -1.3516
H -3.4234 1.5452 1.5199
H -5.7195 2.3887 0.6902
H -8.1635 1.9848 0.2063
H -8.5907 -0.4916 -0.4996
H -7.0939 -2.1231 -0.4739
H -3.6110 -3.2435 1.2056
H -2.6013 -2.0210 0.4982
```

Relative to the most stable structure, the computed energies are A 0.0000; B 0.6676, all in hartree.